C2H4NO4 | wB97M-V/def2-TZVPD

Output
F_max in eV Å⁻¹: 5.4
Energy above the lowest of the compared OMol25 structures with the same formula, charge and spin in kcal per mole: 192.2
HOMO energy in eV: -3.4
E in a.u.: -434.160770

```
! RIJCOSX wB97M-V def2-TZVPD def2/J DEFGRID3
* xyz -1 1
C -1.96971 0.30529 -0.06701
C 1.42636 -1.05654 -0.16184
N 0.46912 -0.15484 0.04030
O 1.00981 1.23736 0.02676
O -3.24087 -0.08080 -0.22835
O -2.17982 -0.98997 -0.29572
O 2.60202 -0.85135 -0.48009
H -1.60617 0.61801 0.97036
H -1.32396 0.87749 -0.70405
H 0.89072 -2.00149 -0.06818
H 1.85538 1.31597 -0.47899
*
```

=====

C7H6N3O3 | wB97M-V/def2-TZVPD

Output
Structure (SMILES): O=[N+]([O-])C1=CN=C[C@@]12C=CC=[N+]2O
F_max in eV Å⁻¹: 3.9
Energy above the lowest of the compared OMol25 structures with the same formula, charge and spin in kcal per mole: 77.6
HOMO energy in eV: -14.2
E in a.u.: -659.803067

```
! RIJCOSX wB97M-V def2-TZVPD def2/J DEFGRID3
* xyz 1 1
O 3.11182 0.69137 0.81275
N 2.04869 0.84291 0.24698
O 1.55330 1.86785 -0.13694
C 1.30716 -0.38526 0.05249
C 1.70155 -1.66431 -0.22671
N 0.66331 -2.55468 -0.35067
C -0.43599 -1.94004 -0.31541
C -0.24671 -0.43499 0.12151
C -1.01355 -0.12409 1.39778
C -1.81797 0.94726 1.13268
C -1.56339 1.37399 -0.18282
N -0.77887 0.49928 -0.74599
O -0.21492 0.59454 -1.94832
H 2.66086 -2.00468 -0.60141
H -1.36684 -2.45337 -0.43747
H -1.04814 -0.56713 2.38171
H -2.53957 1.37209 1.94216
H -1.81514 2.39422 -0.73320
H -0.20556 1.54504 -2.40910
*
```

=====

C32H49BiClNO4P | wB97M-V/def2-TZVPD

Output
F_max in eV Å⁻¹: 2.1
Energy above the lowest of the compared OMol25 structures with the same formula, charge and spin in kcal per mole: 0.0
HOMO energy (alpha / beta) in eV: -2.5 / -1.4
E in a.u.: -2620.583053

```
! RIJCOSX wB97M-V def2-TZVPD def2/J DEFGRID3
* xyz -1 1
Bi -2.44472 -0.02061 -0.20916
P 0.88260 -0.63128 -1.33148
Cl -2.71328 -2.47654 -0.53491
C -0.11494 -0.36608 0.13458
H 0.22830 0.45648 0.77323
H -0.19781 -1.29094 0.71762
C 0.41152 0.59254 -2.61916
C 0.54450 -2.37581 -1.86959
C 1.41497 0.68438 -3.77909
H -0.53273 0.16194 -3.00908
C 0.84945 1.53123 -4.92621
H 2.34858 1.14934 -3.42630
H 1.67714 -0.31365 -4.16275
C 0.34526 2.90982 -4.47913
H 1.62968 1.65620 -5.68801
H 0.02412 0.97535 -5.38973
C -0.48872 2.87818 -3.19146
H 1.21119 3.56840 -4.33119
H -0.25245 3.34871 -5.28717
C 0.12791 2.00935 -2.08156
H -0.61943 3.90128 -2.81966
H -1.49269 2.49452 -3.42429
H 1.06663 2.47287 -1.73408
H -0.54701 1.99726 -1.21077
C 2.70009 -0.48499 -1.00408
C 1.26927 -3.41012 -0.98244
H -0.53830 -2.49253 -1.66266
C 0.75138 -4.82309 -1.27475
H 2.35254 -3.37313 -1.16899
H 1.12141 -3.18794 0.08475
C 0.82232 -5.18014 -2.76208
H 1.32622 -5.54936 -0.68848
H -0.29177 -4.88400 -0.93557
C 0.24288 -4.10094 -3.68162
H 1.86852 -5.35705 -3.03689
H 0.28670 -6.12021 -2.93450
C 0.74196 -2.68425 -3.36075
H 0.47426 -4.33513 -4.72700
H -0.85105 -4.09889 -3.58919
H 1.80576 -2.59491 -3.63396
H 0.18995 -1.95863 -3.97677
C 3.13150 0.95004 -0.66103
H 2.80147 -1.09773 -0.08930
C 4.59146 1.00802 -0.19200
H 3.01616 1.60064 -1.54313
H 2.48810 1.36844 0.12764
C 5.56456 0.33497 -1.16823
H 4.88294 2.05769 -0.05686
H 4.67077 0.52415 0.79318
C 5.10744 -1.05235 -1.62861
H 5.69805 0.97870 -2.04576
H 6.54941 0.24970 -0.69528
C 3.63928 -1.09569 -2.06915
H 5.73635 -1.38819 -2.46269
H 5.25011 -1.77115 -0.81052
H 3.53602 -0.54560 -3.01604
H 3.36067 -2.13612 -2.28315
C 1.07133 2.01107 2.32285
C 1.48307 0.79847 2.77748
H 1.50889 2.46619 1.42710
C 0.96131 0.19038 4.04271
H 2.25635 0.22037 2.26057
C -0.35505 0.83669 4.51631
H 0.82367 -0.89341 3.92446
H 1.70218 0.31507 4.84920
C -0.28298 2.35778 4.41477
H -1.18588 0.46624 3.90061
H -0.57103 0.53911 5.55070
C -0.02966 2.79629 2.96102
H -1.20599 2.81662 4.78901
H 0.53804 2.72744 5.04101
H -0.97075 2.68391 2.39087
H 0.21273 3.86786 2.92658
O -3.10771 1.86912 1.60059
C -3.52016 0.86193 2.24896
O -3.03603 -0.33265 2.00172
C -4.65012 0.94536 3.21655
C -4.98799 -0.14382 4.04434
C -6.13708 -0.10564 4.82440
C -6.99509 1.00878 4.76043
C -6.66746 2.10444 3.93614
C -5.49740 2.07346 3.18316
N -8.21322 0.99346 5.50530
O -8.45701 -0.01001 6.21311
O -8.99329 1.96782 5.42668
H -4.35489 -1.03050 4.05558
H -6.40401 -0.93402 5.47237
H -7.34632 2.95158 3.89136
H -5.24295 2.91745 2.53934
*
```

=====

C53H48ClN7O11Pb | wB97M-V/def2-TZVPD

Output
F_max in eV Å⁻¹: 2.7
Energy above the lowest of the compared OMol25 structures with the same formula, charge and spin in kcal per mole: 3.1
HOMO energy (alpha / beta) in eV: -2.2 / -2.2
E in a.u.: -3912.228810

```
! RIJCOSX wB97M-V def2-TZVPD def2/J DEFGRID3
* xyz -2 1
Pb 0.53317 -0.14025 -0.25052
C -5.25502 -8.06933 2.65432
O -4.26630 -7.83494 1.77292
C -3.68414 -6.63819 1.68794
C -2.56473 -6.54278 0.85953
C -1.86035 -5.33782 0.73601
C -2.29409 -4.20058 1.41068
C -3.46200 -4.26176 2.15974
C -4.22020 -5.48609 2.25323
C -1.60174 -2.91919 1.21428
C -0.28056 -2.77077 1.65711
C 0.44944 -3.87288 2.31002
C 1.64889 -3.38847 2.62848
C 1.69515 -1.97719 2.16716
N 0.48033 -1.66588 1.64994
C 2.70945 -1.06598 2.35450
C 2.68156 0.35034 2.12158
C 3.67304 1.25728 2.58027
C 3.27989 2.47935 2.13141
C 2.01989 2.30533 1.38217
C 1.32050 3.28881 0.76514
C 1.94480 4.59475 0.73784
C 3.06893 4.85317 -0.06352
C 3.65242 6.07597 -0.09842
C 3.18938 7.10641 0.68272
O 3.81664 8.34411 0.59332
C 3.68313 9.12438 1.76574
C 1.99699 6.92671 1.40999
C 1.38491 5.67937 1.41223
C 0.02745 3.17821 0.18628
N -0.67887 1.98143 0.14398
C -1.79443 2.22772 -0.62856
C -2.85797 1.28347 -0.84811
C -4.01432 1.67158 -1.71026
C -5.05316 2.43453 -1.17771
C -6.22260 2.70383 -1.89942
C -6.38208 2.11249 -3.09584
O -7.48794 2.38893 -3.92220
C -8.69146 2.69551 -3.25335
C -5.36664 1.34130 -3.66563
C -4.15446 1.18260 -3.02045
C -2.91721 0.00930 -0.32225
C -4.08628 -0.79587 -0.41194
C -3.76809 -1.98807 0.18054
C -2.37022 -1.89005 0.58979
N -1.86551 -0.70922 0.25529
C -1.75057 3.62559 -1.12443
C -0.58389 4.19924 -0.62663
N 1.71287 0.95027 1.45192
C 3.96746 -1.63676 2.91253
C 4.04097 -1.77415 4.27441
C 5.24670 -2.11609 4.89715
C 6.38306 -2.41582 4.17782
O 7.63750 -2.55204 4.74922
C 7.63362 -2.38340 6.18515
C 6.31323 -2.28595 2.75247
C 5.10735 -1.92927 2.15131
H -5.45997 -9.13364 2.64687
H -6.12685 -7.48918 2.43422
H -4.94307 -7.86156 3.71529
H -2.16547 -7.40211 0.33166
H -1.00111 -5.29448 0.06899
H -3.89641 -3.36679 2.54518
H -5.20576 -5.44499 2.74381
H 0.05143 -4.81167 2.56546
H 2.45109 -3.92278 3.10041
H 4.51329 1.02799 3.15373
H 3.84095 3.41403 2.39159
H 3.45884 4.02085 -0.65430
H 4.53745 6.17194 -0.71299
H 4.52805 9.84492 1.78521
H 3.72344 8.44239 2.63388
H 2.75533 9.66628 1.81196
H 1.56035 7.76398 2.04384
H 0.55023 5.46559 2.03300
H -4.91975 2.95238 -0.25050
H -6.93489 3.36416 -1.44272
H -9.53913 2.58602 -3.97092
H -8.58159 3.69930 -2.83909
H -8.80196 1.98900 -2.45726
H -5.61745 0.95995 -4.64613
H -3.30188 0.62038 -3.41564
H -5.02392 -0.48995 -0.90706
H -4.34249 -2.88219 0.15050
H -2.42944 4.11583 -1.85322
H -0.26640 5.17833 -0.87338
H 3.20636 -1.49290 4.85855
H 5.25365 -2.11901 6.00701
H 8.62606 -2.67349 6.53911
H 6.91939 -3.06980 6.67621
H 7.35766 -1.35811 6.41055
H 7.29133 -2.32075 2.28196
H 5.03869 -1.80539 1.04113
O 3.59296 -1.02472 -0.90580
H 3.57760 -0.13228 -1.27348
H 3.32101 -1.63285 -1.61848
N -3.07700 -3.46804 -3.96746
H -2.11440 -3.68557 -3.74432
H -3.05754 -2.48031 -4.25648
H -3.48477 -3.50674 -3.05781
O 3.78967 2.56905 -3.56024
C 3.08681 2.45773 -2.56856
O 2.87026 1.34337 -1.93987
H 2.55551 3.43652 -2.23828
O 0.46629 -4.50752 -3.54116
Cl 0.96244 -3.88037 -2.34343
O 1.02053 -4.88783 -1.34274
O 2.25840 -3.36770 -2.61431
O 0.09345 -2.79474 -1.92273
C 2.01725 0.22158 -4.61362
N 0.62017 0.65774 -4.70247
C 0.14106 1.90766 -4.96604
C -1.22899 1.79017 -5.01759
N -1.60494 0.48124 -4.73821
C -0.43488 -0.14602 -4.57624
H 2.66071 0.85348 -5.22568
H 2.13864 -0.83425 -4.91266
H 2.42430 0.38740 -3.61672
H 0.76132 2.73285 -5.10896
H -1.91233 2.60243 -5.30584
H -0.31342 -1.16000 -4.15457
*
```

=====

C40H44N12O8 | wB97M-V/def2-TZVPD

Output
Structure (SMILES): O=[N+]([O-])c1ccccc1.O=[N+]([O-])c1ccccc1.O=[N+]([O-])c1ccccc1.O=[N+]([O-])c1ccccc1.CC#N.CC#N.CC#N.CC#N.CC#N.CC#N.CC#N.CC#N
F_max in eV Å⁻¹: 6.3
Energy above the lowest of the compared OMol25 structures with the same formula, charge and spin in kcal per mole: 0.0
HOMO energy in eV: -9.7
E in a.u.: -2809.118362

```
! RIJCOSX wB97M-V def2-TZVPD def2/J DEFGRID3
* xyz 0 1
O -2.60744 1.87957 2.40217
N -2.91091 1.49739 1.25171
O -4.02716 1.09992 1.04394
C -1.84135 1.46824 0.22222
C -0.51606 1.65345 0.63143
C 0.55024 1.54886 -0.28369
C 0.19441 1.29281 -1.65597
C -1.13632 1.10123 -1.99441
C -2.17430 1.22669 -1.08992
H -0.27885 1.76476 1.67916
H 1.57720 1.66000 0.03158
H 0.93699 1.17594 -2.43142
H -1.26262 0.68198 -2.98166
H -3.20342 1.01396 -1.33901
O 6.63252 -1.74218 1.77314
N 5.75325 -0.88849 1.84717
O 5.95571 0.35214 1.93802
C 4.39483 -1.43865 1.87600
C 3.31208 -0.54347 1.94485
C 2.01095 -1.05453 1.78947
C 1.79178 -2.43827 1.83733
C 2.87415 -3.31970 1.96018
C 4.16989 -2.76788 1.85393
H 3.33525 0.53311 2.02750
H 1.17514 -0.37515 1.71015
H 0.82480 -2.91601 1.89309
H 2.68825 -4.38212 2.01595
H 5.00216 -3.44285 1.71923
O 1.18020 -2.53471 7.95993
N 0.12333 -2.07690 8.28624
O -0.20786 -2.05334 9.49094
C -0.59654 -1.22541 7.33179
C -1.68631 -0.45950 7.78669
C -2.38155 0.34850 6.92119
C -1.95346 0.41065 5.57183
C -0.90776 -0.33696 5.06218
C -0.26969 -1.18076 6.00985
H -1.92146 -0.40145 8.83918
H -3.19976 0.97573 7.24293
H -2.43703 1.10210 4.89770
H -0.67845 -0.38016 4.00769
H 0.56118 -1.75191 5.62278
O -1.49966 -2.64739 2.03746
N -2.66086 -2.28655 2.12201
O -3.09105 -1.44671 2.93406
C -3.52193 -2.80507 1.10237
C -4.69391 -2.13930 0.69014
C -5.48215 -2.62757 -0.35354
C -5.20333 -3.84106 -0.91322
C -3.97093 -4.52146 -0.55222
C -3.23909 -4.01303 0.45295
H -5.09749 -1.23234 1.11550
H -6.35758 -2.17055 -0.79076
H -5.87322 -4.19634 -1.68227
H -3.68843 -5.47716 -0.96843
H -2.33147 -4.51157 0.75966
C 5.24699 0.40571 -1.21507
C 4.65058 1.46650 -0.40860
N 4.22254 2.34475 0.30044
H 4.96342 -0.54871 -0.77147
H 6.32714 0.55131 -1.22898
H 4.92034 0.34626 -2.25327
C 2.72002 5.03968 0.11312
C 1.95057 6.13849 -0.50378
N 1.38844 7.03490 -1.01689
H 2.97105 5.18309 1.16408
H 3.56463 4.81234 -0.53731
H 2.15071 4.11928 -0.01670
C -3.56800 -1.75306 -3.64351
C -5.02644 -1.55349 -3.75442
N -6.14301 -1.49377 -3.84069
H -3.13393 -2.16821 -4.55309
H -3.31358 -2.44776 -2.84304
H -3.09931 -0.80600 -3.37608
C -0.05812 -2.27756 -1.26527
C 1.31106 -1.91674 -1.80630
N 2.27808 -1.56776 -2.33719
H -0.82366 -1.50193 -1.28670
H 0.10214 -2.60843 -0.23914
H -0.44625 -3.04283 -1.93744
C -1.90152 5.08634 1.87302
C -1.12392 4.56398 2.96432
N -0.50535 4.11948 3.82982
H -2.92020 4.74038 2.04822
H -1.50477 4.81174 0.89563
H -1.89355 6.17480 1.81552
C 3.92242 1.42956 -4.74112
C 3.07653 1.09588 -5.85265
N 2.39627 0.85616 -6.76087
H 4.71174 0.68446 -4.64164
H 3.32987 1.50918 -3.82971
H 4.41933 2.39410 -4.84529
C -0.64953 3.13441 -5.47507
C 0.64440 3.37442 -4.88593
N 1.64600 3.54327 -4.37945
H -1.34513 3.89524 -5.12099
H -0.99175 2.10559 -5.36310
H -0.64104 3.37684 -6.53774
C 1.00600 -2.29703 -6.21177
C -0.00451 -1.33418 -5.83850
N -0.83065 -0.55032 -5.60103
H 1.92558 -1.96829 -5.72763
H 1.11603 -2.40786 -7.29053
H 0.82742 -3.25478 -5.72297
*
```

=====

C2H10O2S2 | wB97M-V/def2-TZVPD

Output
F_max in eV Å⁻¹: 3.2
Energy above the lowest of the compared OMol25 structures with the same formula, charge and spin in kcal per mole: 106.4
HOMO energy in eV: -9.1
E in a.u.: -1028.889302

```
! RIJCOSX wB97M-V def2-TZVPD def2/J DEFGRID3
* xyz 0 1
C -1.04809 -0.67131 -1.56061
S -1.86689 -0.96410 -0.04524
S 2.05922 -0.12700 0.13393
C 1.07789 -1.18397 1.15799
H 0.02892 -0.59095 -1.34582
H -1.25995 0.26219 -2.05665
H -1.24308 -1.51361 -2.21922
H 0.06324 -1.48171 0.76427
H 0.93098 -0.65606 2.09693
H 1.73105 -2.01197 1.42477
H 0.59798 2.82124 -1.00653
H 0.96469 1.37960 -0.65832
O 0.56901 1.93175 -1.36578
H -0.82813 0.51277 0.86799
H -1.22334 1.13169 2.25009
O -0.55349 1.16143 1.56219
*
```

=====

- Which of these has the highest F_max?
  C40H44N12O8